[1]
# C79H158F21N7O16

A cluster of 14 separate species, C79H158F21N7O16 in total in a non-equilibrium geometry (ωB97M-V/def2-TZVPD, the OMol25 dataset).

XYZ file:
```
281
Properties=species:S:1:pos:R:3:forces:R:3
F 2.8562 6.7253 -3.3794 0.08 -0.27 0.59
F -2.9351 -3.5520 -0.7893 -0.80 -1.42 -1.11
F 2.4086 5.5536 -1.5510 0.27 0.33 -0.57
F 2.2942 -4.1611 4.6596 0.53 0.76 1.15
F 4.0392 -4.8673 3.4294 -2.43 -0.02 0.73
F 0.2367 2.6182 4.2357 0.89 -0.08 0.54
F -5.9553 5.3846 -0.3293 -0.41 0.12 -0.64
F -6.8757 5.1997 1.6109 0.57 0.38 0.14
F -1.6105 3.2881 3.5697 -0.50 1.09 0.67
F -3.3413 2.0789 -8.0364 1.43 -0.20 0.99
F 7.4491 -1.4348 -2.0409 -0.58 0.04 -2.16
F -5.1004 4.0757 1.1207 0.31 -0.56 0.32
F 9.1659 -1.6310 -0.7597 -0.63 -0.07 0.05
F -2.8312 -1.4300 -0.6548 0.84 -0.45 0.37
F -0.3788 4.5515 4.9725 -0.32 0.33 -0.58
F 2.0829 -4.3074 2.5619 0.10 0.12 -0.51
F 8.0679 0.1852 -0.7869 -0.50 1.23 0.32
F -1.1576 2.4802 -8.1630 -0.95 -0.15 0.70
F 4.4424 5.7610 -2.2358 -0.46 -0.13 -0.56
F -2.4449 3.6503 -6.8617 0.27 -0.48 0.17
F -0.9875 -2.6285 -1.0046 -0.80 0.19 0.24
O 7.5761 -1.7596 1.4261 -0.42 -0.26 -1.59
O -4.0886 6.2703 2.6289 -0.01 -0.71 -0.73
O -0.9137 1.7217 -5.3230 0.10 0.03 0.02
O -3.7836 6.5118 0.3713 1.33 -0.11 0.32
O 1.5900 4.1378 -3.6800 1.02 0.53 -0.04
O -1.6411 8.1110 0.6998 0.22 -0.40 0.21
O 3.6531 3.2180 -3.1533 0.56 -0.28 1.19
O -1.6171 0.1492 -6.8701 -0.06 0.86 0.83
O 5.7546 -0.9725 0.2400 1.66 -0.56 0.94
O 4.1835 -6.8267 1.3444 1.72 -0.84 0.37
O -2.6677 3.3780 6.3615 0.10 -0.85 -0.02
O -3.2236 -2.8342 1.8085 0.95 0.14 -0.09
O -1.0437 -1.7896 1.6134 -0.95 0.84 -0.98
O 2.0230 -7.0957 2.6446 0.95 1.23 1.95
O -1.6872 1.3039 5.6088 -0.64 0.69 0.53
O 0.6083 -6.1787 4.2501 0.19 -0.89 1.85
N -0.9069 -7.1071 0.4129 -0.52 -0.20 -0.52
N -4.5124 -0.3448 3.7831 0.60 -0.43 1.05
N 0.7719 1.3028 -1.0647 -0.19 -1.51 2.85
N 2.1449 1.4616 -6.8770 -2.01 1.77 -1.45
N 5.9809 -8.1095 2.3657 -1.04 -0.14 2.10
N -2.0671 5.6440 -3.6919 0.84 0.38 0.92
N 0.0981 9.3120 1.5540 -0.64 -1.84 0.34
C -1.2565 5.8364 -2.3874 0.28 1.61 -0.93
C -5.6849 5.2545 0.9669 0.62 0.63 0.33
C 0.7988 -6.2323 -0.9817 1.21 0.28 1.13
C 9.0507 -2.7944 3.0090 -0.01 0.50 -1.81
C -3.2029 0.1902 3.3579 0.95 0.21 -1.21
C 0.7948 -10.4187 2.5732 -0.25 1.00 0.01
C 2.8755 4.3986 -3.5926 0.63 -0.77 -0.02
C -0.2143 -8.4361 0.7256 0.18 0.72 0.68
C 8.1151 -3.0457 1.7724 1.30 0.16 0.90
C -3.0505 2.9953 8.7778 0.94 1.07 -1.13
C -2.2081 2.3694 -7.2700 -0.27 0.68 -1.55
C -2.9876 -2.1294 6.8147 0.32 0.27 0.14
C 3.1694 5.5870 -2.6884 -0.39 0.65 1.19
C 2.7751 -0.2926 -1.3114 -0.94 -0.41 -0.29
C -3.0178 -1.9855 8.3622 -1.27 1.17 -1.10
C -0.5209 1.3440 -0.1952 -0.15 -1.94 -1.50
C -0.5369 7.1882 -2.6422 -1.22 0.66 -0.18
C -0.9920 -7.3063 5.8768 0.33 -1.61 -0.40
C 0.4901 1.7110 -2.4370 -0.67 -0.30 -0.82
C 2.6112 -4.8984 3.6312 0.97 -1.49 -1.12
C -0.8197 3.3117 4.6864 -0.86 -1.38 0.84
C -3.6086 2.3419 -2.6809 0.58 -1.70 2.49
C -4.6153 6.7399 3.9121 0.07 0.89 -1.17
C -1.4782 2.5542 5.9676 -0.13 -1.01 -1.70
C -6.0216 1.4710 3.3844 0.21 0.95 -2.76
C 0.7204 -1.2354 3.1410 -0.76 -0.34 0.25
C 6.3434 -6.7263 0.4663 -0.70 -2.03 -0.52
C 2.1827 -1.8947 -5.0265 0.62 0.05 -1.34
C -1.0313 5.9872 -4.7109 0.45 -0.24 0.14
C 1.8972 3.8121 -7.3838 1.00 -1.43 -1.41
C -2.5984 4.2544 -3.9122 0.67 0.70 -1.20
C 6.9653 -1.7778 0.1345 -1.13 0.83 1.90
C 5.1558 3.1343 -3.1350 -1.96 0.82 -3.26
C 1.5348 2.7449 -6.3459 1.02 1.26 -0.51
C -3.4823 3.8005 -2.8139 -0.36 2.17 0.83
C -1.8909 1.3584 -6.1011 -0.35 0.77 -0.50
C 3.4481 1.9208 -7.2556 2.83 0.76 0.61
C -5.7352 0.6382 2.0779 1.24 0.95 0.17
C -0.5734 7.2596 2.6835 1.00 -0.59 0.06
C -2.5087 -0.9134 -6.7172 -0.68 -0.78 -1.27
C -0.2110 -6.8982 -1.8938 -1.03 1.89 0.02
C -0.7825 8.2236 1.5688 0.55 1.96 0.20
C 3.2850 3.3140 -7.9261 -0.61 -1.54 -0.57
C -2.1941 -2.5927 -0.3123 1.05 0.65 1.18
C -4.3196 -1.5226 4.7263 0.22 0.00 -0.30
C 0.3737 -6.8591 5.5888 1.96 2.41 -1.43
C 1.2571 -2.9560 -5.5542 1.07 -1.40 -0.57
C 1.3029 -0.1556 -0.8201 1.22 1.01 -2.12
C -3.1579 -1.1821 -5.3665 -0.74 0.26 -0.71
C 5.4385 -7.3483 1.5244 0.16 1.47 -1.55
C -4.7197 6.4485 1.3798 -1.22 0.59 0.66
C 0.2409 10.0863 0.3756 0.18 0.61 -1.61
C -3.1726 6.6219 -3.8301 -0.82 -1.08 -0.39
C 5.5803 2.9231 -1.7621 0.18 -0.25 1.99
C -1.4325 -6.9910 -1.0158 -0.46 0.09 0.87
C -5.3025 -0.7031 2.6050 -0.92 -1.05 -0.11
C -4.1131 1.9242 -1.2036 0.20 -0.89 -1.48
C -0.6245 2.7388 0.3177 -0.82 1.19 0.27
C -1.8728 -6.6360 1.4704 1.39 -1.83 1.69
C -0.5693 -2.0082 2.8951 -0.64 -0.83 1.82
C -0.4281 -10.7505 1.7676 -1.86 0.57 -0.17
C -3.5270 2.7810 7.3538 0.63 -1.17 -0.88
C -5.2261 0.8032 4.4476 -0.33 -0.70 0.33
C 2.9621 -2.7758 -0.5500 -0.86 -0.62 0.41
C 7.8939 -1.1015 -0.8643 1.61 -1.76 0.84
C -4.0342 5.8629 5.0195 0.63 1.21 -0.23
C 3.1772 -1.7268 -1.6436 0.43 -0.17 0.91
C 2.0557 -6.3621 3.7935 -2.48 -0.76 -1.66
C 1.3517 1.0665 -8.1745 0.82 -0.84 1.56
C -2.0416 -2.8482 1.2445 -0.58 1.53 0.03
C 1.9946 0.5018 -5.7699 0.80 -0.04 0.28
C -0.3076 7.2145 -4.1610 -0.24 -0.83 0.30
C -3.7904 -1.0125 6.0843 1.65 -1.86 -0.81
C 0.1750 -6.0869 0.4219 -0.61 -0.47 -2.04
C -1.1863 -9.4990 1.1921 1.98 -0.01 -0.55
C 1.6989 2.2785 -0.3161 -2.94 -0.51 -0.73
C 2.5715 -0.8726 -6.1273 0.20 0.54 -0.34
C 5.1979 -8.4738 3.5716 -0.93 2.13 -0.04
C 0.7330 3.4109 0.0121 0.55 -0.60 1.63
H -4.4564 4.3952 -2.8147 1.07 -1.00 0.19
H -1.3474 -1.7483 3.6826 0.76 -0.41 -0.77
H 1.3688 2.0999 -2.9294 0.24 0.01 -0.08
H -2.3154 -2.5903 8.9113 -0.06 -0.60 0.03
H 2.7207 -2.0891 -2.5463 -0.33 0.11 -0.38
H -3.6189 -2.1933 -5.5129 0.34 0.84 0.78
H 1.5294 -10.0180 1.8822 0.45 0.21 0.36
H 1.8975 -2.9697 -0.1671 1.24 0.62 -0.77
H 3.0825 -2.3345 -4.6238 0.21 -0.13 0.29
H 9.5045 -3.6773 3.4475 -0.42 -0.29 -0.01
H -0.9285 -7.6555 6.9191 -0.84 0.57 -0.13
H 5.3777 -7.8231 4.4843 0.13 -0.19 -1.31
H 0.4861 -8.7183 -0.0692 -0.65 0.10 -0.34
H 1.6490 -6.9135 -0.9260 0.38 0.53 0.13
H 9.8868 -2.2016 2.6207 -0.10 0.16 0.32
H -0.7373 2.5950 6.7593 0.40 0.70 0.61
H -3.4589 1.1448 2.9022 0.40 0.26 0.12
H -2.3020 -5.7342 1.1820 -0.47 1.74 -0.60
H 4.1879 3.9038 -7.7360 -0.45 0.07 -0.16
H 3.5438 -6.9853 2.0859 -0.83 -0.35 -0.10
H -3.9390 -0.4249 -5.1905 -0.09 -0.54 -0.12
H -0.4040 -3.1253 2.9172 0.27 0.86 0.75
H -6.2086 -1.2350 2.9960 0.62 0.28 -0.37
H -4.9060 1.1658 1.4915 -1.35 -0.89 0.55
H 2.5134 0.9758 -4.8956 -0.16 -0.51 -0.66
H -1.8959 -1.7484 -7.0410 -0.03 -0.57 0.21
H 8.4909 -2.2052 3.7403 0.16 -0.23 -0.02
H 0.9284 0.6183 -5.5518 -0.18 -0.92 0.14
H 1.1169 -5.2169 -1.2419 0.13 -0.45 -0.50
H -0.6922 8.0850 -4.6453 -0.25 0.81 -0.08
H -4.2441 1.9139 -3.3982 -1.06 -0.58 -1.05
H -5.6945 6.8370 3.7797 -0.06 -0.17 0.55
H -5.8082 2.5115 3.0581 0.33 -0.46 1.01
H -4.5026 1.4430 4.9156 0.32 0.04 0.58
H 0.4064 6.7870 2.3979 -0.99 -0.20 0.52
H 3.1542 3.0782 -8.9968 0.48 0.73 0.22
H -2.6806 -7.3114 1.6933 -0.20 -0.50 -0.38
H 0.0659 0.8483 -2.9548 0.06 0.10 -0.14
H -2.1580 2.4480 9.0613 0.01 -0.37 -0.14
H -1.8358 -9.7462 0.3721 -0.50 -0.47 -0.29
H 4.0984 -8.5033 3.4603 0.27 0.18 -0.31
H -5.9275 0.3275 5.1285 0.22 0.23 0.49
H -1.7568 -6.6369 5.5556 -0.61 0.76 0.54
H 0.4631 -2.4603 -6.0903 -0.37 -0.15 -0.46
H 7.4059 -6.9932 0.6794 -0.83 1.14 0.03
H 0.7286 7.1609 -4.3799 0.94 -0.18 -0.29
H 1.8483 -3.6969 -6.2109 -1.24 1.04 0.81
H 6.1214 -7.2426 -0.4923 0.00 0.36 0.28
H 3.4567 0.0630 -0.5391 0.02 0.27 -0.13
H 0.5057 2.5866 -6.1270 -0.86 -0.13 0.15
H 5.8853 -0.6023 1.1511 -0.45 -0.24 -1.03
H -3.1011 -0.1810 5.9287 -0.31 0.28 0.31
H 2.4613 -6.8287 4.6789 1.11 -0.16 0.20
H -1.2144 -11.1705 2.3858 0.10 -0.63 0.30
H -0.8445 2.7173 1.3954 0.11 0.06 -0.37
H 3.6768 -0.7612 -6.3060 -0.82 -0.19 0.65
H 2.0661 2.9556 -5.4053 -0.36 -0.02 -0.26
H -1.8736 -6.0003 -1.0457 -0.59 -0.02 0.12
H -1.3998 6.5694 2.7639 0.00 -0.49 -0.38
H 1.1547 3.8726 0.9170 -0.38 0.40 -0.39
H -6.6180 0.5318 1.5066 -0.76 0.08 -0.95
H -0.2314 -11.4772 0.9793 0.14 0.11 -0.09
H -2.8820 4.1136 -1.9544 -0.63 0.08 0.55
H 3.5652 -2.5446 0.3286 0.01 -0.07 0.03
H 2.2205 -1.1607 -7.1469 -0.19 -0.13 0.87
H 1.1940 -1.3583 2.1967 1.17 0.28 -0.68
H -5.3765 7.3673 1.3272 0.46 -0.60 0.49
H 1.9828 0.3740 -8.7402 -0.19 -0.13 0.29
H -4.7040 -1.4133 1.9912 -0.30 0.54 0.15
H -5.3119 -2.0580 4.7911 1.04 0.54 0.00
H -2.7377 -0.9449 8.5809 -0.03 -0.12 -0.01
H 0.6276 -0.1970 3.4504 -0.48 0.21 -0.39
H -4.2106 0.8010 -1.1320 -0.24 1.20 -0.17
H -3.8624 2.7512 9.3936 -1.02 -0.41 1.31
H 5.2325 2.3558 -3.9082 0.89 -0.42 0.77
H 1.2377 10.0971 -0.1609 -0.78 -0.29 1.08
H -1.9415 -2.0593 6.5343 0.17 -0.05 -0.39
H -1.5642 6.2568 -5.6004 -0.08 -0.40 -0.81
H -1.1249 -8.2075 5.3078 -0.51 -0.66 -0.44
H -3.7002 6.5611 5.8361 -0.21 -0.92 -0.62
H -0.3792 0.6074 0.5978 0.11 0.26 0.12
H 4.2651 -1.6773 -1.8278 -0.35 -0.17 -0.08
H 0.3845 7.3915 -2.0958 -0.17 -0.57 0.15
H -1.7243 3.6459 -4.0747 0.39 -0.61 0.26
H 3.3066 -3.7347 -0.9677 -0.04 0.12 0.38
H 5.8946 -5.7389 0.3869 1.15 0.54 -0.16
H -4.6554 5.0843 5.4560 0.00 -0.03 -0.37
H -2.5885 0.4035 4.2571 0.01 -0.06 -0.75
H 8.6139 -3.4960 0.8666 -0.31 0.32 1.19
H -1.2871 -6.5290 2.4338 -0.45 0.09 -1.09
H -3.0318 4.3371 -4.8945 -0.52 -0.25 -0.25
H 1.9809 1.7495 0.5658 0.42 -0.23 0.69
H -5.0089 2.4467 -0.8362 0.00 -0.32 -0.65
H -0.4398 -6.2199 -2.7328 0.02 -0.61 0.08
H 1.1928 1.9218 -8.8300 -0.29 -0.05 0.61
H 2.4975 2.4944 -0.9528 1.36 0.56 -0.88
H -1.9114 5.8863 -1.5498 -0.51 -0.14 0.63
H 0.1028 -7.8345 -2.2395 0.58 -1.29 -0.65
H -1.2440 8.0017 -2.3814 0.41 -0.36 0.08
H 1.2842 -0.2506 0.2435 -0.29 -0.41 0.52
H -0.3395 -5.1507 0.5343 0.23 0.60 0.16
H 5.2328 3.7851 -1.1939 0.02 0.06 0.11
H 0.6186 4.1109 -0.7780 0.31 0.59 -0.64
H 0.4579 0.5821 -7.7492 0.05 0.36 -0.79
H 2.9143 0.2577 -2.2492 0.03 0.40 0.28
H -2.8010 4.0580 8.9044 -0.19 -0.16 0.06
H 0.8144 -3.4759 -4.7030 -0.02 -0.32 -0.20
H -2.9053 6.8926 0.7026 -1.30 -0.08 -0.30
H 5.6706 4.0043 -3.6149 -0.72 -0.20 0.50
H -4.5138 3.2125 7.2212 -0.11 0.58 -0.02
H 3.9363 1.1536 -7.8780 0.09 0.45 0.30
H -0.4517 7.6397 3.7016 0.15 0.57 -0.35
H -4.5762 -0.8075 6.7403 -1.49 0.93 0.83
H -2.7324 -0.4139 2.5237 -0.56 0.18 1.31
H -3.3577 -3.0770 6.4275 0.02 -0.41 0.45
H -4.1776 7.7543 4.0140 -0.47 -0.33 0.08
H 7.2953 -3.6291 2.1260 -0.68 -0.88 -0.15
H -3.5819 -2.1614 4.1760 -0.67 0.28 0.53
H -2.5078 -1.0618 -4.5074 0.42 -0.60 0.04
H -0.2721 2.5106 -2.4982 0.46 -0.34 0.38
H -0.5007 5.0802 -2.3076 0.12 -0.85 -0.24
H -2.8477 1.3166 -5.5558 -0.39 -0.56 -0.24
H 6.6887 -2.8137 -0.2196 0.42 1.04 0.33
H 1.3087 -1.6783 3.9274 0.25 -0.50 0.15
H -4.0773 -2.0755 8.6909 0.76 -0.30 0.23
H -0.4574 9.5909 -0.2943 -0.10 0.54 -0.49
H 0.8591 9.2624 2.1882 0.44 -0.03 0.58
H -1.3387 0.8504 -0.8139 0.76 1.15 0.57
H 6.6426 2.8282 -1.5254 0.05 -0.06 -0.59
H -7.0551 1.4789 3.6447 -0.88 -0.22 0.04
H 3.4891 4.6355 -4.4693 -0.35 0.54 -1.20
H 1.6276 -1.4447 -4.2336 -0.03 0.90 0.65
H 5.0763 2.0642 -1.3297 -0.02 -0.29 0.02
H 1.2051 -11.2552 3.0834 0.36 -1.00 0.18
H -2.6005 1.8780 -2.8669 -0.79 0.30 0.27
H -0.3856 5.0988 -4.8012 -0.08 0.42 -0.17
H -0.0678 11.1235 0.5351 0.03 -0.09 -0.11
H 0.7788 -6.3819 1.2306 1.31 0.54 1.14
H 0.6497 -0.8827 -1.3347 0.04 0.53 0.39
H 1.9756 4.7938 -7.0129 -0.13 1.09 0.79
H 1.2904 3.8331 -8.3098 -0.39 0.12 1.00
H 5.4646 -9.4092 3.9006 0.85 -2.40 0.55
H -3.3754 2.1756 -0.4705 0.79 0.29 0.36
H 0.6889 -6.2207 6.4152 0.15 0.73 -0.25
H -2.8365 7.5978 -4.0338 0.78 1.21 0.33
H -3.1496 5.4531 4.4986 -0.25 -0.24 0.89
H -1.7529 -8.9936 1.9397 -0.55 -0.27 0.86
H 4.0567 2.1622 -6.3331 -0.66 -0.97 -0.68
H -1.4074 -3.7172 1.4936 -0.13 -0.61 -0.71
H 1.0718 -7.6659 5.6543 0.32 -0.95 -0.19
H -3.7081 6.3630 -4.7587 -0.10 -0.24 0.59
H 0.5820 -9.6878 3.3722 0.11 0.05 -0.53
H -3.8054 6.5798 -2.9534 -0.20 0.09 0.04
H -3.3322 -0.8860 -7.4978 0.61 0.29 0.74
H -2.1731 -7.7632 -1.2232 0.10 0.03 0.00
H 0.4723 -8.1200 1.5195 -0.22 -0.45 0.32
H -3.7405 1.6808 7.1693 0.78 0.98 -0.01
H -1.4425 3.3277 -0.1521 0.44 -0.40 0.21
```
Forces are in eV/Å.

Results
Frontier orbital gap in eV: 7.324
Net charge: 0
Multiplicity: 1
LUMO level in eV: 0.286



[2]
# C6H15N3

A structure of composition C6H15N3 in a non-equilibrium geometry (ωB97M-V/def2-TZVPD, the OMol25 dataset).

XYZ file:
```
24
Properties=species:S:1:pos:R:3:forces:R:3
N -0.8630 0.7620 0.3529 3.50 -0.55 -1.72
N 1.1629 -0.6496 0.0301 0.29 2.81 -1.44
N -1.2105 -0.5057 -0.2293 0.88 -1.33 -1.54
C -1.5656 1.8071 -0.3995 -0.78 -0.39 -0.58
C -2.3156 -1.0919 0.5356 -4.70 1.39 0.49
C 2.4493 -1.2898 0.1128 0.89 2.42 0.88
C 0.0074 -1.4374 -0.1484 -1.39 -2.08 0.96
C 1.0406 0.6145 0.0833 -5.97 -0.66 1.24
C 1.8701 1.6869 0.3802 3.60 3.16 1.97
H 2.5000 -1.6409 1.0960 0.47 -1.09 1.45
H 2.3093 2.2300 -0.4981 -0.56 -0.57 0.35
H -2.3622 -2.1791 0.5289 0.30 0.12 -0.12
H -1.3001 2.6491 0.1555 0.45 1.92 0.40
H -0.0575 -1.9795 -1.1164 0.74 -0.09 0.82
H -2.3623 -0.6404 1.5512 0.80 -0.69 -0.51
H 3.2380 -0.5455 -0.0418 -0.23 -0.26 -0.01
H 2.8004 1.3884 1.0066 -1.27 -0.09 -1.15
H 0.0616 -2.1500 0.7806 -1.05 1.06 -1.79
H -3.3775 -0.6795 0.1393 2.57 -1.08 0.34
H 2.5000 -1.9915 -0.6145 0.36 -2.48 -2.03
H -1.2689 1.9093 -1.4899 -0.58 -0.24 1.21
H -2.6959 1.7471 -0.2028 1.56 -0.35 -0.55
H -1.4804 -0.4706 -1.3091 0.57 0.34 2.52
H 1.5015 2.5160 1.0801 -0.45 -1.26 -1.19
```
Forces are in eV/Å.

Results
ΔE to the lowest compared entry with this formula, charge and spin in kcal per mole: 128.98
Frontier orbital gap in eV: 9.981
Net charge: +2
Multiplicity: 1
LUMO level in eV: -8.952